[1]
ORCA calculation (ωB97M-V/def2-TZVPD) on a structure of composition C30H25BrN3ReSi in a non-equilibrium geometry.

```
61
C30H25BrN3ReSi (ωB97M-V/def2-TZVPD)
Re 0.1178 -0.0593 -1.2331
C -0.1651 5.7136 -1.3400
C 0.5917 4.4284 -1.5018
C 1.9407 4.4018 -1.8620
C 2.6319 3.1966 -1.9860
C 1.9032 2.0717 -1.7603
Br 2.5786 0.2839 -1.8361
N 0.6039 2.0281 -1.4247
C -0.0335 3.2103 -1.2882
H 0.5110 6.5557 -1.2132
H -0.8363 5.6727 -0.4829
H -0.7734 5.9096 -2.2253
H 2.4658 5.3326 -2.0424
H 3.6838 3.1587 -2.2354
H -1.0674 3.1733 -0.9760
C -4.2290 0.5079 -1.4075
C -2.8636 0.7496 -1.3196
N -1.9591 -0.2365 -1.2871
C -2.4185 -1.5273 -1.3545
C -3.7685 -1.8569 -1.4168
C -4.6898 -0.7890 -1.4466
C -4.1398 -3.2422 -1.4613
C -3.1962 -4.2111 -1.4785
C -1.8014 -3.8743 -1.4712
C -0.7554 -4.8181 -1.5637
C 0.5555 -4.3910 -1.5885
C 0.8369 -3.0364 -1.4971
N -0.1302 -2.1109 -1.3877
C -1.4364 -2.5375 -1.3950
H -4.9115 1.3456 -1.4401
H -2.4901 1.7607 -1.2693
H -5.7520 -0.9948 -1.5077
H -5.1917 -3.4968 -1.4887
H -3.4795 -5.2555 -1.5117
H -0.9899 -5.8747 -1.6249
H 1.3718 -5.0935 -1.6813
H 1.8598 -2.6888 -1.5062
C 2.5354 3.6473 2.8740
C 3.1944 2.7341 2.0555
C 2.5161 1.6280 1.5679
C 1.1635 1.4390 1.8722
C 0.5113 2.3591 2.7018
C 1.1991 3.4619 3.1961
Si 0.1441 0.0303 1.2448
C 0.8192 -1.6095 1.7926
C 2.0502 -2.1060 1.3478
C 2.4954 -3.3470 1.7752
C 1.7202 -4.0924 2.6591
C 0.4993 -3.6054 3.1067
C 0.0457 -2.3615 2.6831
H 3.0775 4.4866 3.2898
H 4.2435 2.8688 1.8260
H 3.0659 0.8962 0.9856
H -0.5280 2.2169 2.9793
H 0.6902 4.1654 3.8419
H -1.2528 0.2257 1.6853
H 2.6859 -1.5153 0.6942
H 3.4554 -3.7224 1.4443
H 2.0876 -5.0411 3.0276
H -0.0981 -4.1846 3.7985
H -0.8954 -1.9802 3.0631
```

Properties
2S+1 = 2
HOMO (alpha / beta) = -0.618 / -0.618 hartree
Net charge = +3
LUMO (alpha / beta) = -12.08 / -11.76 eV
Gap between HOMO and LUMO (alpha / beta) = 0.1742 / 0.1862 Ha

***

[2]
ORCA calculation (ωB97M-V/def2-TZVPD) on a cluster of 2 separate species, C3H5O5S in total in a non-equilibrium geometry.

```
14
C3H5O5S (ωB97M-V/def2-TZVPD)
C -0.1066 -0.1021 -0.8001
C 0.6159 -1.7324 1.0331
C -0.4431 -1.2696 0.0772
O -1.1446 0.2555 -1.5868
O 1.0337 0.3000 -0.9966
O -1.5667 -1.7741 -0.0090
O 0.9576 3.0460 -0.4987
O -0.4283 2.9629 -0.0798
S -0.7622 1.8805 1.1116
H 1.5740 -1.7932 0.5266
H 0.3431 -2.6942 1.4620
H 0.7031 -0.9872 1.8214
H -1.9179 -0.2311 -1.2417
H 1.1421 2.1392 -0.8192
```

Properties
HOMO (alpha / beta) = -0.100 / -0.100 hartree
Net charge = -1
LUMO (alpha / beta) = 3.33 / 3.33 eV
Gap between HOMO and LUMO (alpha / beta) = 0.2225 / 0.2225 Ha

***

[3]
ORCA calculation (ωB97M-V/def2-TZVPD) on a structure of composition C39H64FGeNO4PW in a non-equilibrium geometry.

```
112
C39H64FGeNO4PW (ωB97M-V/def2-TZVPD)
W -0.0011 -0.2708 -0.2390
C 1.3393 -2.5980 2.3565
C 1.9180 -1.1862 2.4335
C 3.3740 -1.1370 1.9719
C 1.7794 -0.5717 3.8251
O 1.1207 -0.3835 1.5021
Ge 1.7028 1.4226 0.8000
O -0.1868 1.6618 0.6640
C -1.0424 2.3301 1.6683
C -2.0794 1.2959 2.0936
C -1.6798 3.5333 0.9760
C -0.2323 2.7879 2.8759
O 0.8095 0.3352 -1.7363
C 1.9147 0.2603 -2.6569
C 1.4479 -0.4559 -3.9326
C 2.4227 1.6754 -2.9541
C 3.0469 -0.5562 -2.0121
H 1.7947 -3.2325 3.1095
H 1.5247 -3.0265 1.3691
H 0.2620 -2.5605 2.5284
H 4.0111 -1.7490 2.6062
H 3.7347 -0.1022 2.0213
H 3.4478 -1.5051 0.9465
H 2.4200 -1.0933 4.5290
H 0.7524 -0.6365 4.1753
H 2.0872 0.4761 3.7858
H -2.5498 0.8715 1.2032
H -2.8524 1.7617 2.6999
H -1.6203 0.4907 2.6770
H -2.2514 3.2061 0.1086
H -0.9011 4.2197 0.6468
H -2.3395 4.0656 1.6565
H 0.2267 1.9407 3.3883
H -0.8899 3.2916 3.5797
H 0.5504 3.4884 2.5749
H 0.6761 0.1150 -4.4414
H 1.0508 -1.4404 -3.6828
H 2.2861 -0.5764 -4.6139
H 1.6048 2.3184 -3.2659
H 3.1639 1.6550 -3.7487
H 2.8738 2.0992 -2.0528
H 2.7219 -1.5756 -1.8005
H 3.3919 -0.0729 -1.0887
H 3.8913 -0.6023 -2.6962
F -1.3157 -1.0845 0.7944
O -1.8563 0.5041 -1.0722
P -3.0737 0.6778 -2.0186
C -3.3659 -1.0402 -2.6882
C -4.0024 -1.2389 -4.0619
C -4.4446 -2.7040 -4.1959
C -3.4141 -3.6655 -3.5848
C -2.0309 -3.0227 -3.5520
C -2.0393 -1.8148 -2.6048
C -2.6883 2.1382 -3.1313
C -2.9867 1.9772 -4.6306
C -1.7542 1.4906 -5.3822
C -0.6919 2.5954 -5.3818
C -0.7707 3.4368 -4.1011
C -1.2360 2.5962 -2.9120
C -4.6017 1.2284 -1.1235
C -5.0865 0.3550 0.0391
C -6.5352 0.7291 0.3596
C -7.4732 0.2618 -0.7600
C -6.7437 0.2692 -2.1076
C -5.7313 1.4119 -2.1607
H -4.0588 -1.4651 -1.9509
H -3.2850 -0.9974 -4.8442
H -4.8722 -0.6012 -4.2020
H -4.5920 -2.9211 -5.2527
H -5.4080 -2.8431 -3.7044
H -3.3755 -4.5895 -4.1588
H -3.7036 -3.9325 -2.5675
H -1.7597 -2.7139 -4.5619
H -1.2843 -3.7449 -3.2184
H -1.1943 -1.1449 -2.8525
H -1.9134 -2.1666 -1.5642
H -3.3612 2.9150 -2.7463
H -3.2688 2.9526 -5.0314
H -3.8303 1.3122 -4.7986
H -2.0171 1.2288 -6.4077
H -1.3814 0.5834 -4.8961
H -0.8495 3.2450 -6.2418
H 0.2998 2.1552 -5.4931
H -1.4773 4.2556 -4.2388
H 0.2014 3.8867 -3.8948
H -1.1655 3.1887 -1.9971
H -0.5805 1.7241 -2.7899
H -4.3354 2.2151 -0.7208
H -4.4727 0.5086 0.9234
H -5.0429 -0.7066 -0.2033
H -6.6012 1.8120 0.4769
H -6.8343 0.2809 1.3060
H -8.3434 0.9171 -0.8062
H -7.8313 -0.7474 -0.5503
H -7.4576 0.3850 -2.9233
H -6.2372 -0.6845 -2.2564
H -6.2616 2.3451 -1.9652
H -5.3153 1.4865 -3.1665
N 0.5670 -8.6805 -5.4314
C 0.7005 -7.8201 -4.6717
C 0.7529 -6.7252 -3.8297
C 0.0881 -6.7622 -2.5596
C 0.2136 -5.7346 -1.6935
C 0.9084 -4.5219 -2.0897
C 1.6788 -4.5524 -3.3216
C 1.5497 -5.5855 -4.1802
C 0.6947 -3.3430 -1.4318
C 0.4949 -2.2479 -0.8616
H -0.4784 -7.6427 -2.3025
H -0.2251 -5.7767 -0.7090
H 2.3279 -3.7226 -3.5523
H 2.0760 -5.6011 -5.1206
```

Properties
2S+1 = 2
HOMO (alpha / beta) = -0.493 / -0.494 hartree
Net charge = +2
LUMO (alpha / beta) = -7.34 / -8.51 eV
Gap between HOMO and LUMO (alpha / beta) = 0.2231 / 0.1816 Ha

***

[4]
ORCA calculation (ωB97M-V/def2-TZVPD) on a structure of composition C3H5N3.

```
11
C3H5N3 (ωB97M-V/def2-TZVPD)
N 1.1738 -0.9256 -1.1744
C 0.4211 -0.3310 -0.2909
C 0.1195 -0.1558 1.1752
N -1.0116 0.7802 1.1880
C -1.2548 1.0459 -0.0473
N -0.4409 0.4259 -0.9819
H 1.9284 -1.5589 -0.9502
H -0.1560 -1.1044 1.6509
H 0.9742 0.2578 1.7235
H -2.0488 1.7178 -0.3621
H 0.2951 -0.1520 -1.9309
```

Properties
HOMO = -0.319 hartree
LUMO = 0.92 eV
Gap between HOMO and LUMO = 0.3525 Ha

***

Please write out number 2 again, unchanged.
ORCA calculation (ωB97M-V/def2-TZVPD) on a cluster of 2 separate species, C3H5O5S in total in a non-equilibrium geometry.

```
14
C3H5O5S (ωB97M-V/def2-TZVPD)
C -0.1066 -0.1021 -0.8001
C 0.6159 -1.7324 1.0331
C -0.4431 -1.2696 0.0772
O -1.1446 0.2555 -1.5868
O 1.0337 0.3000 -0.9966
O -1.5667 -1.7741 -0.0090
O 0.9576 3.0460 -0.4987
O -0.4283 2.9629 -0.0798
S -0.7622 1.8805 1.1116
H 1.5740 -1.7932 0.5266
H 0.3431 -2.6942 1.4620
H 0.7031 -0.9872 1.8214
H -1.9179 -0.2311 -1.2417
H 1.1421 2.1392 -0.8192
```

Properties
HOMO (alpha / beta) = -0.100 / -0.100 hartree
Net charge = -1
LUMO (alpha / beta) = 3.33 / 3.33 eV
Gap between HOMO and LUMO (alpha / beta) = 0.2225 / 0.2225 Ha